Entry 1:
80
Properties=species:S:1:pos:R:3:forces:R:3:mulliken_spin:R:1 method="wB97M-V/def2-TZVPD" e_lumo_ev="3.41 / 3.28" relative_energy_kcal_mol=23.0 multiplicity=3 total_charge=-2 total_energy_ev=-152617.8619 homo_energy_ev="-2.171 / -3.117"
Au 0.5370 -2.8411 -0.1171 0.6648 0.1927 -0.0901 0.30
Te 1.7399 2.4222 0.1767 -0.9023 0.1004 -0.1377 0.08
Cl -0.0349 -2.3021 2.4837 -0.1588 -0.1939 0.4780 0.31
S 0.3367 -4.6737 -2.1965 0.3317 -0.3406 -0.9035 -0.02
S -2.2213 -2.2787 -4.2577 -0.8206 0.7192 -0.0295 0.00
S -2.9890 -2.0725 -1.5585 0.4171 -0.3156 1.0034 0.00
S 2.2146 -4.0561 -1.6115 0.1201 0.0941 0.2172 0.45
P 1.7479 -0.8649 -0.0816 -0.0319 0.3910 -0.3199 0.01
P -0.2227 0.1598 1.7510 -0.2989 0.5119 -0.5058 0.43
F -5.3919 -3.0668 -1.0220 0.1197 -0.0360 -0.0144 0.00
F -3.6808 -0.4517 -5.8495 0.0853 -0.2189 -0.0126 0.00
F -3.9541 -3.3925 0.5601 0.1253 0.1144 -0.0659 0.00
F -3.9004 -4.6255 -1.2084 0.0995 0.0574 0.0503 0.00
F -4.2336 -0.3067 -3.7752 0.0006 -0.1071 0.0536 0.00
F -2.3101 0.4450 -4.4366 -0.0797 -0.0553 0.0337 0.00
O -0.3664 -4.7104 -0.8784 -0.2224 -0.0141 0.0623 0.06
O -2.6519 -3.0776 -5.4069 0.0175 -0.1503 -0.1240 0.00
O 0.4277 -5.9695 -2.8189 -0.0549 -0.1388 0.1402 0.01
O -0.1564 -3.6301 -3.0969 0.0910 -0.1707 0.2528 -0.01
O -1.7531 -2.2191 -0.7042 -0.8901 0.4247 -0.6746 0.00
O -1.9690 1.3379 -0.6458 -0.1114 -0.4071 -0.2062 0.01
O 0.3520 -0.9535 -2.5015 -0.2357 -0.3737 -0.3427 0.00
N -3.0232 -2.8214 -2.9701 0.1920 0.0898 -0.1201 0.00
N -2.4006 4.7011 -1.2065 -0.1052 -0.1001 -0.0324 0.00
C -1.4906 4.3216 -2.1005 0.0151 0.1007 0.0459 0.00
C -4.1354 0.1884 2.6878 0.0227 -0.0513 0.1844 -0.02
C 4.3233 -0.1561 -3.2470 0.1734 0.0058 0.0114 0.00
C 0.1964 1.1826 3.1739 0.3769 0.1263 0.1450 -0.01
C -3.2028 -0.5692 -4.5941 0.3682 -0.0140 0.0585 0.00
C 3.4473 -0.3155 -4.3104 0.0108 -0.0084 -0.0806 0.00
C -2.7684 -0.0045 2.6733 -0.0980 -0.0317 -0.2285 0.05
C 2.1133 -0.6115 -4.0911 0.0225 0.0476 0.0657 0.00
C 2.5230 -0.5366 -1.6954 -0.4104 -0.1830 -0.2579 0.01
C -2.1479 4.4240 0.0706 0.0593 0.1070 -0.0045 0.00
C -1.9881 0.4256 1.5918 0.0918 -0.2862 0.0560 0.07
C 1.0822 2.8073 5.2724 -0.0445 -0.0126 -0.0033 0.05
C -2.6157 0.9822 0.4736 -0.1421 -0.1489 -0.0672 0.02
C -0.0309 3.4460 -0.4292 0.3649 0.0677 0.0227 0.00
C 1.9835 2.0068 4.5831 0.0545 0.0038 0.0211 -0.04
C 4.4056 -2.2095 2.7138 0.0377 -0.0287 0.0289 0.00
C -0.2629 2.7760 4.9287 0.0318 0.0673 0.0542 -0.03
C -4.0946 -3.3885 -0.7719 -0.3790 0.1469 -0.1457 0.00
C 1.5461 1.2019 3.5469 -0.1874 -0.1808 0.1052 0.06
C 4.0272 0.1479 1.3098 0.0142 -0.1243 -0.0146 0.01
C 1.6459 -0.7083 -2.7858 0.2993 0.0904 0.2186 -0.01
C -4.7457 0.8088 1.6020 0.0596 0.0184 -0.0790 0.03
C -3.9967 1.1947 0.5089 -0.0212 0.0826 -0.0969 -0.03
C 3.8673 -0.2864 -1.9441 -0.1778 0.0231 0.0864 0.01
C 3.3829 -2.1160 1.7800 0.0953 0.0665 -0.0943 0.00
C -0.7073 1.9732 3.8894 0.1058 -0.0629 -0.1153 0.04
C 0.7111 0.5415 0.2952 0.6930 -0.3030 0.8157 0.10
C -0.2951 3.7014 -1.7668 0.0066 0.0221 0.0265 0.00
C 5.2393 -1.1265 2.9484 -0.0266 -0.0163 0.0143 0.00
C -0.9821 3.8161 0.5106 0.0498 0.1347 -0.0030 0.01
C 5.0485 0.0543 2.2432 0.0183 0.0852 -0.0427 0.00
C 3.1834 -0.9363 1.0646 -0.0896 -0.1970 0.0472 0.02
H 4.5493 -3.1339 3.2596 -0.0157 0.0066 0.0012 0.00
H -1.7542 1.9652 3.6193 0.0136 0.0789 0.0264 0.01
H -4.4539 1.6390 -0.3653 -0.0223 -0.0104 -0.0249 0.00
H -4.7219 -0.1549 3.5309 -0.0074 -0.0058 -0.0257 0.00
H -2.9191 4.7140 0.7780 0.0346 -0.0207 0.0365 0.00
H 3.8895 1.0740 0.7658 0.1352 -0.0331 0.0188 0.00
H -0.9719 3.3911 5.4705 -0.0110 -0.0005 -0.0199 0.00
H 1.4234 3.4499 6.0751 0.0024 -0.0168 0.0116 0.01
H 2.7287 -2.9579 1.5922 0.0051 -0.0057 0.0487 0.01
H 3.8101 -0.2080 -5.3260 0.0069 -0.0587 -0.0040 0.00
H -2.2742 -0.5124 3.4930 -0.0302 -0.0033 0.0310 0.00
H -1.1051 0.8694 -0.6963 0.0396 0.1412 0.0985 0.00
H 2.2412 0.5530 3.0270 0.0155 0.1045 0.0285 0.02
H -1.7298 4.5342 -3.1374 0.0335 -0.0367 -0.0136 0.00
H 1.4267 -0.7710 -4.9129 -0.0361 0.0158 0.0301 0.00
H 5.3706 0.0491 -3.4337 -0.0088 0.0139 0.0121 0.00
H 0.0513 -1.7880 -2.9540 0.1095 0.2331 0.3146 0.00
H 4.5608 -0.2038 -1.1176 0.0258 -0.0004 -0.0494 0.00
H 0.4054 3.4085 -2.5378 -0.0273 -0.0264 -0.0173 0.00
H 3.0326 2.0110 4.8540 0.0043 -0.0097 -0.0180 0.00
H 6.0355 -1.1993 3.6797 -0.0023 -0.0004 0.0023 0.00
H -5.8186 0.9568 1.5941 -0.0035 0.0159 -0.0109 0.00
H 5.6950 0.9062 2.4180 -0.0029 -0.0038 0.0073 0.00
H -0.8293 3.6206 1.5643 -0.0065 0.0019 0.0298 -0.01

***

Entry 2:
31
Properties=species:S:1:pos:R:3:forces:R:3:nbo_charge:R:1 method="wB97M-V/def2-TZVPD" e_lumo_ev=-2.83 relative_energy_kcal_mol=120.2 total_charge=+1 total_energy_ev=-14638.5988 homo_energy_ev=-12.261
O 1.1565 -1.2639 -2.9145 -4.1459 0.9478 0.5859 -0.96
O 0.8843 2.8579 2.7963 -2.2097 -8.9853 1.8018 -0.95
O 1.9178 0.4534 -1.3675 -4.1788 1.3338 2.0660 -0.94
N 0.3089 -1.1935 -0.1072 0.4396 1.0789 0.3279 -0.58
N -1.1806 1.4405 1.1970 -0.4823 1.9424 -1.0116 -0.68
C -1.0554 -0.6567 -0.2381 -1.6174 2.6801 -0.7904 -0.26
C 0.5146 -2.4971 0.5750 0.5444 -0.1400 -2.5207 -0.21
C -0.8118 0.9862 -0.2046 2.1552 -4.6888 5.8476 -0.21
C -2.1186 2.6312 1.0699 -0.4711 1.3224 -1.1440 -0.44
C -0.3788 -3.3651 -0.3199 0.9527 -3.5118 3.3937 -0.67
H 0.6062 -1.2209 -1.1357 0.5918 -0.3336 1.4424 0.51
H 1.9379 -1.6080 -3.2256 2.6386 -1.0737 -1.5888 0.50
H 0.6547 2.5705 3.7268 0.5784 1.1016 -1.6545 0.50
H 1.0660 3.6891 2.7200 1.6754 7.9294 -0.0845 0.47
H -3.1786 2.5835 1.4976 1.2457 -0.8899 -1.0931 0.21
H -1.5847 -1.0196 -1.1897 1.0913 0.4554 1.3366 0.22
H -1.3854 -3.4237 -0.0185 -1.5947 1.2154 0.7528 0.24
H 0.8517 -0.4331 0.3401 0.0083 -0.7932 -0.3604 0.45
H 0.6642 -0.7378 -3.5783 0.9040 -0.8285 0.2092 0.50
H -1.7636 3.5193 1.6828 0.2008 -1.0062 -0.9547 0.20
H 0.2513 1.0803 -0.3555 -0.1042 0.7444 0.0854 0.18
H 1.1215 0.9708 -1.7318 2.2055 -1.0715 0.5486 0.47
H 1.6249 -2.6566 0.6025 -0.9320 -0.3355 -0.8411 0.22
H -1.3417 1.3505 -0.9308 -3.0828 2.6496 -3.8671 0.19
H 0.3072 -2.5284 1.6141 -1.0896 0.5325 0.8690 0.23
H -1.7453 -0.7680 0.6070 0.6543 -0.6629 -0.0311 0.26
H -0.2392 -4.4410 0.0061 0.7814 0.7450 -1.3666 0.25
H 2.6050 0.6555 -1.9129 3.1477 0.9253 -2.3837 0.48
H -2.0725 2.9070 -0.0952 -0.8189 0.0406 2.8103 0.17
H -0.4210 1.9630 1.6818 0.1037 -1.2957 -0.7910 0.42
H -0.4247 -3.1524 -1.3420 0.8086 -0.0281 -1.5938 0.23

***

Entry 3:
141
Properties=species:S:1:pos:R:3:forces:R:3:mulliken_charge:R:1 method="wB97M-V/def2-TZVPD" e_lumo_ev=-2.48 relative_energy_kcal_mol=77.2 total_charge=+1 total_energy_ev=-187226.8926 homo_energy_ev=-11.358
S -3.6967 2.0860 -1.7639 -0.3807 -0.6959 2.2584 0.92
S -3.6735 -5.6588 0.9020 1.1336 -6.2551 -4.2845 0.85
S -2.5290 1.0898 -3.6433 3.4227 1.2972 -6.4127 0.57
S 4.0610 -2.2012 2.7290 -1.8153 -1.6008 -2.2983 0.81
S 4.5106 0.1832 3.6220 1.8612 3.3465 3.7437 0.87
S -4.8012 -3.8020 2.1499 -2.2094 2.1403 2.3469 0.72
F 2.3702 1.5558 4.8358 0.7125 -0.2127 -0.6440 -0.29
F -5.6623 0.8537 -0.3121 0.4142 0.5196 -0.9543 -0.13
F 3.5331 -4.5284 4.0378 -0.5957 0.8037 -0.2687 -0.20
F -5.1975 -1.6306 3.8347 1.8592 -0.6244 -1.1795 -0.22
F 4.1598 2.6479 5.0935 1.3090 0.1397 0.1133 -0.22
F -6.1426 1.6238 -2.3398 -0.4057 -0.9129 -0.1041 -0.24
F -0.9051 -5.6751 0.9584 -0.5283 -0.3997 -0.5544 -0.20
F -1.3864 -0.4296 -5.6151 0.6810 0.0216 0.0845 -0.22
F 3.6234 -2.8378 5.3724 -1.6227 -0.1722 -1.6921 -0.20
F -3.0516 -2.0679 3.2028 0.6629 0.1176 1.5850 -0.19
F -1.8662 -1.6212 -3.8608 0.3308 -0.2865 0.0908 -0.15
F -1.8388 -7.6847 0.9661 0.0742 0.6389 0.0164 -0.19
F -1.7154 -6.4526 2.7636 -0.7490 -0.1652 -0.7070 -0.25
F 3.2831 2.5495 3.1588 -0.4422 1.7242 -2.1107 -0.22
F -5.9440 2.9555 -0.7373 0.1136 0.8796 0.9812 -0.21
F -4.3303 -1.0422 1.8800 -0.6648 -0.6614 0.6788 -0.20
F -3.4263 -0.9307 -5.2417 0.5954 -0.0518 0.8209 -0.23
F 1.8200 -3.1631 3.9954 0.6849 0.2170 0.6279 -0.13
O -5.9416 -3.5069 1.2721 1.3705 -0.4543 0.7133 -0.55
O -3.6789 -5.8954 -0.5773 0.7140 1.1932 2.4414 -0.68
O 5.5599 0.6726 2.7174 -1.3767 -0.5665 0.6203 -0.59
O -8.7899 -2.5860 -2.5596 0.5632 0.6834 0.4919 -0.57
O -3.6342 3.3187 -2.5026 -0.3975 -0.7344 0.5286 -0.61
O 3.5791 -2.8046 1.4254 0.6004 1.8182 3.2853 -0.62
O 1.1119 0.6289 2.2640 -1.7292 0.9849 -0.2215 0.88
O 5.4941 -2.2601 2.9483 -1.5290 0.1556 0.0239 -0.52
O -5.0375 -4.5255 3.4038 0.7345 1.1691 -2.1682 -0.56
O -3.0008 1.9504 -4.7319 0.8261 -1.5202 1.0459 -0.65
O 4.8832 -0.3060 4.9543 -0.2287 0.3436 -2.0502 -0.65
O -2.9347 2.0340 -0.5152 -0.4871 -0.2758 -0.9665 -0.38
O -1.3015 1.5570 -2.9935 -0.2733 -1.0843 -0.4439 -0.47
O -4.7050 -6.4589 1.5345 1.0178 1.1711 0.2966 -0.62
N -3.5865 0.6582 -2.6804 -2.3049 1.1026 3.8339 0.03
N 0.2981 4.9302 1.9113 0.2750 0.6667 -0.5159 0.32
N -3.4742 -4.1920 1.2663 -1.2778 2.2728 1.8871 -0.05
N -0.2875 -1.2672 0.2582 -0.4375 1.8479 -0.8639 0.46
N -5.6390 -3.1414 -2.7621 -0.0577 0.4899 0.5194 0.54
N 6.7402 0.8944 -1.8012 -0.1253 -1.0186 -1.4573 0.63
N 3.3543 -0.6360 2.9250 1.5645 -2.6786 -0.5076 -0.69
C 0.0477 -2.4320 -0.7619 0.1310 1.1445 1.0857 -0.39
C -0.6315 4.7774 5.7434 0.3355 0.1675 0.6271 -1.40
C -5.4631 1.8414 -1.2178 -0.1564 -0.2025 -0.6762 0.39
C 0.2638 0.1484 -0.2871 0.2775 -2.2136 -0.8168 -1.12
C 3.5687 1.8831 4.2201 -1.3146 -3.3879 1.0147 0.59
C -0.3958 5.3279 4.3425 -0.2650 -0.4002 -0.0345 -0.32
C -4.1714 -2.7867 -2.4973 -0.7415 -0.6208 -0.9801 -0.95
C 1.1973 3.9903 1.0299 -0.5719 0.6439 1.6647 -0.03
C 0.6252 3.9673 -0.3751 1.3191 -0.6894 -0.3270 -0.43
C 4.8292 -0.3510 -0.9124 -1.6944 1.4758 -0.0224 0.51
C 0.0576 -0.2687 2.6591 1.4116 0.7936 -1.3943 -1.02
C -5.9925 -3.0836 -4.2813 -0.7349 -0.8601 1.9244 -0.88
C -1.9269 -6.4415 1.4250 -0.5213 0.7756 0.7605 0.47
C 8.5006 0.8162 -5.3721 0.3797 0.3572 0.4127 -1.38
C -6.4484 -2.0209 -2.0476 -0.6024 0.6346 0.3243 -0.08
C 5.9968 -1.0342 -0.3788 1.7655 -0.9636 1.0466 0.16
C 6.6944 2.4034 -1.4664 0.4298 -1.8635 0.8731 -0.95
C -7.8870 -2.3041 -1.4763 1.5916 -1.3380 -0.3871 -0.92
C 3.1332 -3.2537 4.1650 2.5412 0.1097 -0.0431 0.52
C -0.7575 4.4940 -0.3190 -1.8788 2.5774 1.7448 -0.27
C -5.9243 -4.5064 -2.1311 -0.7322 -0.1692 -0.5032 -1.02
C 0.1827 -1.4901 1.7137 -0.1240 -0.7984 -0.5482 -0.68
C -4.3151 -2.0065 2.8647 -1.5113 -0.5633 -2.0907 0.59
C 7.3523 1.1240 -4.3889 -0.1586 -0.2383 0.4520 -0.21
C 7.1654 -0.0953 -0.6287 -0.4559 1.3022 0.7709 -0.95
C 5.3200 0.3658 -2.1664 0.2304 -1.1433 0.0279 -1.13
C 7.7368 0.6245 -2.9690 -0.5389 0.9799 -0.7237 -0.92
C -2.2421 -0.6091 -4.6387 -1.4864 1.8255 0.1538 0.52
C -1.7695 -1.0958 0.1629 -0.1271 0.1562 0.5111 0.17
C 0.3866 4.4298 3.4278 -0.3488 0.9168 -1.5813 -0.07
C 0.8140 6.4149 1.8125 0.0603 -1.1709 -0.3502 -1.04
C -1.0993 4.7410 1.2115 1.1082 -0.9507 -0.1768 -0.86
H -1.6033 4.0216 -0.8187 0.4344 -0.4288 0.0834 -0.02
H 0.0696 0.1359 -1.3596 -0.7369 0.1389 0.0607 0.65
H -2.2834 -1.8159 0.7997 0.1765 -0.3962 -0.4830 -0.43
H 1.1871 4.6072 -1.0554 0.2800 -0.0757 0.1374 0.45
H 8.6133 -0.2458 -5.5901 -0.3741 0.1101 -0.3776 0.35
H 7.6111 2.5807 -0.9040 -0.0543 0.2806 -0.1264 0.36
H -2.0457 -0.1175 0.5564 -0.0053 0.0073 -0.3409 0.27
H -5.9144 -2.0557 -4.6357 0.3736 -0.3029 0.0065 0.27
H -9.2098 -3.4436 -2.4604 -0.0006 0.0111 0.3394 0.37
H -5.6817 -4.5384 -1.0689 0.2042 0.4020 -0.2466 0.34
H 0.1927 -0.3385 3.7385 -0.1872 -1.4437 -0.0133 0.62
H 6.4175 0.6496 -4.6874 0.0815 -0.1488 -0.2676 0.31
H 8.0895 -0.6350 -0.8357 -0.0240 0.5433 -0.3292 0.34
H -1.5368 3.8148 1.5843 0.1767 -0.0059 0.4347 0.34
H -0.3609 -2.3295 2.1473 -0.1521 -0.2246 -0.4275 0.16
H 0.2080 4.3011 6.2500 0.3835 0.2700 -0.2418 0.34
H 8.4655 1.4671 -6.2457 -0.5563 -0.5492 -0.3198 0.38
H -0.7290 5.5205 -0.6846 -0.0728 -0.0327 -0.5609 0.42
H 1.1799 -1.8174 1.4193 0.5176 0.1479 1.3678 0.45
H -0.2235 0.9844 0.2146 0.1447 -0.4527 -0.0064 0.38
H 1.9128 0.1444 2.4775 0.7938 -0.1980 0.1618 0.02
H 6.6416 3.0334 -2.3544 -0.1432 -0.3967 0.0312 0.31
H -5.7654 -1.5808 -1.3210 -0.3042 -0.6237 0.6696 0.11
H 7.2718 0.5311 0.2570 0.3005 0.1323 -0.1024 0.37
H 1.0782 -2.3748 -1.1125 0.0634 0.0592 0.4858 0.20
H -1.4080 5.3443 3.9385 -0.0259 0.6999 -0.3153 0.16
H 4.6627 1.1160 -2.6060 0.3675 0.1839 0.1700 0.27
H 0.1343 7.1328 2.2715 -0.0560 -0.3734 -0.0821 0.34
H 8.6655 1.1557 -2.7604 0.0447 -0.3307 0.6552 0.37
H 1.0886 3.0742 1.6105 0.1776 -0.4733 -0.6116 -0.19
H -0.9223 0.1964 2.5516 -0.0001 0.2155 -0.3461 0.31
H 5.8415 -1.1856 0.6894 0.3946 0.0431 0.0689 -0.32
H -7.8255 -3.1184 -0.7543 -0.0373 -0.3842 -0.2132 0.38
H -6.9729 -4.7825 -2.2421 -0.2140 0.6355 -0.0124 0.40
H 2.2341 4.3155 1.1160 -0.0873 0.0924 0.0051 0.49
H 1.4648 4.4123 3.5867 -0.1623 -0.3185 0.3247 0.31
H 7.1401 2.1926 -4.4212 0.1610 0.1103 0.2654 0.33
H -3.9870 -1.8241 -2.9741 -0.1082 -0.1297 0.3515 0.30
H 0.0317 6.3259 4.4399 -0.0956 -0.0316 -0.2649 0.39
H -0.1105 3.4616 3.4870 0.5709 -0.2906 -0.4464 0.00
H 1.8171 6.5128 2.2276 -0.2101 -0.4696 0.7247 0.39
H -0.5970 -2.2772 -1.6270 0.0401 -0.0082 0.2166 0.10
H 5.8484 2.5112 -0.7877 0.0197 0.2875 -0.1736 0.36
H -6.5386 -1.1512 -2.6984 -0.0480 -0.4019 -0.7763 0.42
H -1.7681 5.5596 1.4773 0.2436 0.0689 -0.3179 0.48
H 9.4825 1.1004 -4.9935 0.0025 0.0693 0.6574 0.37
H -5.4440 -5.3425 -2.6393 0.7478 0.5550 -0.1084 0.38
H 1.3534 0.1564 -0.2584 -0.1091 -0.0126 0.7715 0.14
H 6.2615 -2.0223 -0.7550 -0.5470 -0.0203 -0.4866 0.45
H 7.8894 -0.4530 -3.0301 0.0377 0.0869 0.2834 0.44
H 5.4490 -0.4626 -2.8629 0.3151 0.3807 -0.5149 0.46
H 4.4884 0.3891 -0.1884 0.1156 0.2429 0.2773 -0.12
H -8.1495 -1.4843 -0.8076 -0.3182 0.5501 -0.6926 0.42
H 3.9682 -1.0171 -0.9683 0.0328 0.0029 -0.8022 0.24
H -0.1668 -3.3875 -0.2831 0.0059 0.1371 0.0638 0.31
H -1.9849 -1.1831 -0.9020 -0.6188 0.2515 0.3478 0.01
H -3.5824 -3.5655 -2.9819 0.0731 0.0737 0.0619 0.57
H -1.4306 4.0410 5.8291 -0.2047 0.2372 -0.2908 0.38
H 1.0384 6.6867 0.7811 -0.7911 -0.2873 -0.2765 0.40
H -7.0404 -3.3795 -4.2340 -0.0815 0.2602 -0.4389 0.45
H -5.4683 -3.8613 -4.8367 0.4016 0.3962 0.1261 0.32
H -3.9703 -2.7891 -1.4260 -0.2231 -0.0067 -0.0742 0.12
H 0.7485 2.9593 -0.7711 -0.3386 -0.0682 -0.0197 0.00
H -0.8789 5.6905 6.2848 -0.2938 -0.4572 0.5897 0.39